Entry 1:
108
Properties=species:S:1:pos:R:3 method="wB97M-V/def2-TZVPD" orbital_gap_ev=9.7 homo_ev=-10.29 energy_ha=-6970.260184 smiles="O=C(I)CN(N(C(=O)F)C(=O)F)S(=O)(=O)F.FC(F)C(F)(F)COC(F)(F)C(F)F.FC(F)C(F)(F)COC(F)(F)C(F)F.FC(F)C(F)(F)COC(F)(F)C(F)F.FC(F)C(F)(F)COC(F)(F)C(F)F.FC(F)C(F)(F)COC(F)(F)C(F)F" lumo_ev=-0.545
O 4.324 -0.632 0.093
C 4.512 -0.622 -1.074
I 5.703 0.895 -2.001
C 3.846 -1.728 -1.965
N 4.444 -3.025 -1.612
N 3.674 -4.147 -2.015
C 2.864 -4.710 -1.020
O 2.215 -5.699 -1.198
F 2.892 -4.099 0.137
C 2.960 -3.961 -3.241
O 1.781 -3.776 -3.299
F 3.684 -4.014 -4.316
S 6.068 -3.157 -2.099
O 6.864 -3.205 -0.953
O 6.379 -2.224 -3.105
F 6.054 -4.551 -2.744
H 2.794 -1.684 -1.725
H 4.044 -1.437 -2.991
F -4.058 -4.773 -0.182
C -3.167 -3.840 0.204
F -3.818 -2.650 0.226
C -1.961 -3.731 -0.734
F -2.316 -3.156 -1.906
F -1.095 -2.861 -0.132
C -1.145 -5.001 -1.029
O -1.444 -5.783 -2.182
C -2.475 -6.700 -2.205
F -2.861 -7.013 -0.953
F -1.975 -7.829 -2.746
C -3.648 -6.269 -3.098
F -4.051 -5.011 -2.850
F -4.699 -7.094 -2.880
H -2.845 -4.069 1.222
H -0.141 -4.640 -1.238
H -1.049 -5.627 -0.142
H -3.355 -6.334 -4.148
F 0.900 -0.697 -6.245
C -0.256 -0.246 -6.775
F -0.121 -0.278 -8.121
C -0.603 1.183 -6.344
F 0.214 2.076 -6.945
F -1.852 1.417 -6.835
C -0.671 1.506 -4.841
O 0.471 2.042 -4.174
C 1.502 1.244 -3.736
F 1.114 -0.049 -3.669
F 1.778 1.622 -2.469
C 2.799 1.426 -4.538
F 2.609 1.361 -5.864
F 3.660 0.435 -4.189
H -1.059 -0.932 -6.494
H -1.394 2.317 -4.770
H -1.103 0.679 -4.277
H 3.251 2.393 -4.307
F -4.025 -1.914 3.928
C -2.876 -2.486 4.336
F -2.233 -2.916 3.212
C -3.085 -3.671 5.280
F -3.574 -4.741 4.611
F -1.838 -4.024 5.705
C -3.925 -3.458 6.552
O -5.317 -3.766 6.545
C -6.258 -2.890 6.041
F -5.748 -1.646 5.946
F -7.252 -2.829 6.949
C -6.892 -3.371 4.726
F -5.974 -3.755 3.823
F -7.612 -2.362 4.187
H -2.263 -1.723 4.803
H -3.522 -4.175 7.265
H -3.742 -2.476 6.988
H -7.554 -4.217 4.923
F 0.768 2.966 3.541
C 0.560 3.078 2.215
F 0.763 4.380 1.892
C -0.855 2.677 1.788
F -1.753 3.608 2.177
F -0.846 2.700 0.426
C -1.381 1.288 2.191
O -2.153 1.154 3.385
C -1.568 1.065 4.627
F -0.273 0.717 4.506
F -2.178 0.029 5.264
C -1.781 2.308 5.503
F -1.484 3.446 4.855
F -0.981 2.223 6.591
H 1.308 2.471 1.697
H -2.092 1.025 1.409
H -0.598 0.531 2.138
H -2.823 2.358 5.827
F 3.216 9.927 -0.620
C 2.824 9.968 0.668
F 3.527 10.955 1.273
C 3.063 8.656 1.423
F 4.380 8.475 1.663
F 2.475 8.824 2.642
C 2.480 7.350 0.850
O 3.299 6.528 0.017
C 3.475 6.804 -1.323
F 2.508 7.635 -1.759
F 3.314 5.644 -1.995
C 4.890 7.299 -1.662
F 5.303 8.285 -0.851
F 4.902 7.769 -2.932
H 1.763 10.233 0.699
H 2.307 6.723 1.723
H 1.497 7.507 0.408
H 5.598 6.471 -1.582

=====

Entry 2:
32
Properties=species:S:1:pos:R:3 method="wB97M-V/def2-TZVPD" de_lowest_kcal_mol=49.0 orbital_gap_ev=7.9 homo_ev=-8.32 energy_ha=-838.988025 lumo_ev=-0.454
C 3.210 0.311 -1.402
O 1.788 0.560 -1.561
C 1.006 -0.284 -0.911
C -0.415 -0.052 -1.203
C -1.278 -1.157 -1.309
C -2.643 -0.955 -1.484
C -3.177 0.337 -1.605
C -4.648 0.571 -1.713
C -2.277 1.414 -1.634
C -0.901 1.239 -1.499
H 3.696 1.285 -1.442
H 3.384 -0.161 -0.419
H 3.569 -0.342 -2.218
H 1.390 -1.338 -0.859
H -0.784 -2.125 -1.159
H -3.290 -1.829 -1.496
H -4.882 1.637 -1.745
H -5.096 0.110 -2.600
H -5.173 0.136 -0.859
H -2.652 2.424 -1.757
H -0.190 2.073 -1.537
N 1.446 -0.134 1.133
C 1.415 -1.400 1.709
O 1.220 -2.444 1.102
N 1.636 -1.468 3.098
C 1.920 -0.460 4.001
O 2.057 -0.668 5.204
C 2.026 0.788 3.319
C 1.831 0.860 1.971
H 1.573 -2.398 3.475
H 2.256 1.638 3.922
H 1.985 1.831 1.480

=====

Entry 3:
12
Properties=species:S:1:pos:R:3 method="wB97M-V/def2-TZVPD" de_lowest_kcal_mol=139.5 orbital_gap_ev=8.8 homo_ev=-8.74 energy_ha=-410.780993 lumo_ev=0.075
H -1.792 -0.725 2.055
N -1.010 -0.826 1.277
C -1.017 0.197 0.660
N -1.677 1.497 0.914
N -1.367 2.221 0.002
O -0.386 1.698 -0.764
N -0.292 0.400 -0.412
C 0.740 -0.216 -0.987
C 1.613 -1.255 -0.522
H 1.316 0.468 -1.585
H 1.376 -1.891 0.401
H 2.495 -1.568 -1.040

=====

Entry 4:
14
Properties=species:S:1:pos:R:3 method="wB97M-V/def2-TZVPD" de_lowest_kcal_mol=42.9 orbital_gap_ev=9.7 homo_ev=-8.96 energy_ha=-361.812493 smiles="CC(=O)O.C=C=N" lumo_ev=0.716
C 1.554 -0.190 -0.875
C 0.760 0.741 -0.004
O -0.014 1.575 -0.406
O 1.153 0.697 1.277
H 0.952 -0.530 -1.712
H 2.395 0.380 -1.270
H 1.937 -1.024 -0.296
H 0.680 1.373 1.788
C -0.946 -1.159 0.586
C -1.873 -0.367 0.143
N -2.773 0.345 -0.232
H -0.513 -1.919 -0.034
H -0.720 -1.191 1.636
H -2.591 1.269 -0.600

=====

Entry 5:
122
Properties=species:S:1:pos:R:3 method="wB97M-V/def2-TZVPD" orbital_gap_ev=8.5 homo_ev=-6.93 energy_ha=-2900.284811 charge=-1 lumo_ev=1.560
O -0.345 -4.612 2.439
C -0.100 -3.872 1.494
O -0.904 -2.956 1.043
B -0.250 -2.325 -0.090
O 0.974 -3.098 -0.374
C 1.204 -3.932 0.658
O 2.183 -4.621 0.819
O 0.092 -0.882 0.062
C -0.720 -0.197 -0.735
O -0.911 1.010 -0.762
C -1.426 -1.160 -1.688
O -1.095 -2.362 -1.322
O -2.149 -0.854 -2.618
C -1.461 4.297 -1.497
C -0.955 5.181 -2.653
C -2.000 5.360 -3.769
O -2.359 4.124 -4.389
C -3.390 4.310 -5.330
N -0.649 6.510 -2.110
H -1.590 3.284 -1.874
H -2.404 4.820 -1.321
H -0.792 4.298 -0.640
H -0.043 4.807 -3.125
H -1.659 6.082 -4.516
H -2.853 5.829 -3.268
H -3.543 3.331 -5.790
H -3.170 4.972 -6.169
H -4.375 4.483 -4.889
H -0.131 6.939 -2.868
H -1.552 6.953 -1.987
C 5.624 -1.548 1.734
C 4.325 -0.909 1.359
C 3.707 0.042 2.376
O 3.085 -0.677 3.430
C 1.776 -1.079 3.307
N 4.715 -0.162 0.110
H 5.627 -1.724 2.812
H 6.432 -0.828 1.593
H 5.867 -2.410 1.113
H 3.590 -1.594 0.926
H 2.975 0.738 1.958
H 4.500 0.694 2.747
H 1.679 -1.972 2.677
H 1.101 -0.306 2.929
H 1.326 -1.423 4.241
H 3.860 0.123 -0.369
H 5.117 -0.820 -0.548
C -2.886 -2.147 3.338
C -3.992 -1.477 2.567
C -3.763 -1.672 1.063
O -4.900 -1.306 0.276
C -4.864 0.116 0.035
N -5.317 -1.902 2.980
H -1.904 -1.744 3.094
H -2.882 -3.239 3.275
H -3.074 -2.073 4.412
H -3.849 -0.424 2.827
H -3.547 -2.717 0.834
H -2.867 -1.126 0.759
H -5.700 0.459 -0.577
H -3.963 0.419 -0.500
H -5.034 0.664 0.964
H -5.301 -2.906 3.143
H -5.720 -1.957 2.044
C -2.156 1.946 2.181
C -0.895 1.992 3.049
C 0.318 2.739 2.402
O 1.368 2.728 3.360
C 2.492 3.435 2.945
N -1.262 2.722 4.243
H -2.078 1.083 1.519
H -2.120 2.887 1.629
H -3.126 1.878 2.672
H -0.731 0.961 3.377
H -0.012 3.762 2.202
H 0.569 2.258 1.453
H 2.771 3.152 1.925
H 3.315 3.238 3.630
H 2.254 4.498 2.847
H -0.449 2.856 4.828
H -2.036 2.209 4.639
C 2.142 -0.109 -3.190
C 2.679 1.177 -2.552
C 2.194 2.436 -3.301
O 2.990 3.545 -2.893
C 3.605 4.295 -3.960
N 2.426 1.211 -1.128
H 1.229 0.191 -3.715
H 1.892 -0.920 -2.509
H 2.757 -0.430 -4.032
H 3.771 1.169 -2.622
H 1.138 2.602 -3.081
H 2.395 2.122 -4.328
H 2.885 4.839 -4.576
H 4.166 3.677 -4.663
H 4.278 5.022 -3.510
H 2.320 2.212 -0.985
H 1.483 0.893 -0.936
C -1.549 -7.582 3.624
O -2.242 -8.451 4.124
N -0.402 -7.794 2.995
N -1.830 -6.290 3.722
H -0.194 -8.764 2.833
H -0.001 -6.922 2.690
H -2.570 -5.869 4.256
H -1.271 -5.567 3.264
C 5.892 -5.794 0.205
O 7.062 -5.749 0.611
N 4.846 -6.154 0.971
N 5.564 -5.361 -0.974
H 5.027 -6.443 1.917
H 3.917 -5.817 0.776
H 6.238 -5.029 -1.641
H 4.590 -5.374 -1.230
C -4.800 0.969 -4.066
O -5.621 1.566 -4.709
N -3.734 1.600 -3.587
N -4.786 -0.350 -3.813
H -3.567 2.539 -3.910
H -3.024 1.146 -3.032
H -5.488 -0.888 -4.292
H -3.999 -0.732 -3.315

=====

Entry 6:
17
Properties=species:S:1:pos:R:3 method="wB97M-V/def2-TZVPD" de_lowest_kcal_mol=11.1 orbital_gap_ev=7.2 homo_ev=-4.63 energy_ha=-810.032096 charge=-1 smiles="C[C@H](ONC(=O)[O-])[C@H](O)I" lumo_ev=2.574
C -1.051 -0.230 -1.098
C -0.640 0.772 -0.036
O 0.715 1.161 -0.088
N 1.520 -0.027 -0.075
C 2.298 -0.377 -1.271
O 3.247 -1.135 -1.002
O 1.900 0.017 -2.361
C -0.883 0.099 1.399
O -2.073 -0.528 1.499
I -0.726 1.621 2.885
H -2.032 -0.019 -1.434
H -0.289 -0.166 -1.919
H -1.001 -1.177 -0.535
H -1.230 1.755 -0.089
H 2.269 0.211 0.570
H -0.111 -0.614 1.485
H -1.911 -1.360 2.071

=====

Entry 7:
12
Properties=species:S:1:pos:R:3 method="wB97M-V/def2-TZVPD" de_lowest_kcal_mol=109.1 orbital_gap_ev=9.2 homo_ev=-9.15 energy_ha=-670.774766 lumo_ev=0.025
C -0.371 -0.009 0.299
C -1.693 -0.890 0.948
C 0.953 -0.258 1.005
C -0.243 1.158 -0.769
N -1.038 -1.208 -0.106
Cl -0.812 -2.288 -1.474
H 1.134 0.561 1.782
H 1.752 -0.097 0.115
H 0.877 -1.159 1.482
H 0.704 1.745 -0.648
H -1.141 1.834 -0.899
H -0.121 0.611 -1.734